Entry 1:
# C3H7NO2

C3H7NO2 in the gas phase at a distorted geometry (ωB97M-V/def2-TZVPD, OMol25).

Structure (ORCA input):
```
! wB97M-V def2-TZVPD RIJCOSX def2/J DEFGRID3
* xyz 0 1
C -0.351 1.483 0.626
C -1.086 0.243 0.148
N -0.260 -0.981 0.171
C 0.763 -1.018 -0.761
O 0.847 -0.339 -1.754
O 1.676 -1.968 -0.431
H -1.029 2.338 0.618
H 0.478 1.705 -0.042
H 0.030 1.362 1.641
H -1.474 0.367 -0.859
H -1.939 0.017 0.784
H 0.152 -1.092 1.094
H 2.192 -2.117 -1.235
*
```

Values from the calculation:
**Electronic energy**: -323.77580 Eh
**SMILES**: CCNC(=O)O

=====

Entry 2:
# C6H10N2O

C6H10N2O in the gas phase at a distorted geometry (ωB97M-V/def2-TZVPD, OMol25).

Structure (ORCA input):
```
! wB97M-V def2-TZVPD RIJCOSX def2/J DEFGRID3
* xyz 0 1
H -1.890 1.689 -0.468
N -1.222 2.027 0.230
C -0.592 1.030 0.815
C -0.787 -0.413 0.429
C -2.126 -1.069 0.477
C 0.361 -0.875 -0.033
N 0.963 -2.063 -0.258
C 1.418 0.546 0.167
C 1.548 1.325 -1.124
O 2.355 0.448 0.948
H -0.233 1.139 1.850
H -2.368 -1.339 1.509
H -2.158 -1.974 -0.134
H -2.903 -0.382 0.129
H 1.825 -2.009 -0.798
H 1.042 -2.662 0.558
H 0.689 1.167 -1.779
H 1.606 2.390 -0.895
H 2.473 1.024 -1.622
*
```

Values from the calculation:
**Electronic energy**: -419.25520 Eh
**SMILES**: [H]/N=C\C(C)=C(\N)C(C)=O

=====

Entry 3:
# C22H30N4O4

C22H30N4O4 in the gas phase (ωB97M-V/def2-TZVPD, OMol25).

Structure (ORCA input):
```
! wB97M-V def2-TZVPD RIJCOSX def2/J DEFGRID3
* xyz 0 1
C -4.274 -0.391 -1.677
C -4.107 -0.634 -0.178
N -4.251 0.572 0.614
C -5.409 0.670 1.482
C -6.704 0.892 0.707
C -3.420 1.624 0.558
O -3.644 2.686 1.128
C -2.192 1.566 -0.283
N -1.923 2.695 -1.008
C -0.718 2.537 -1.593
N -0.188 1.390 -1.285
C -1.078 0.761 -0.455
C -0.693 -0.523 0.156
O -1.338 -1.096 1.021
N 0.447 -1.014 -0.372
C 1.164 -2.118 0.209
C 1.524 -3.198 -0.816
C 0.411 -4.213 -1.112
C -0.860 -3.541 -1.625
C 0.098 -5.079 0.106
C 2.428 -1.606 0.908
O 3.418 -2.260 1.102
O 2.264 -0.339 1.278
C 3.381 0.350 1.839
C 4.068 1.187 0.789
C 3.319 1.811 -0.201
C 3.946 2.576 -1.168
C 5.321 2.733 -1.149
C 6.070 2.116 -0.160
C 5.447 1.341 0.802
H -3.477 0.239 -2.063
H -5.227 0.088 -1.887
H -4.239 -1.342 -2.202
H -4.877 -1.330 0.159
H -3.138 -1.089 0.031
H -5.474 -0.246 2.077
H -5.235 1.515 2.151
H -7.533 0.995 1.403
H -6.914 0.057 0.043
H -6.634 1.803 0.117
H -2.522 3.507 -1.011
H -0.267 3.267 -2.234
H 0.926 -0.414 -1.030
H 0.514 -2.531 0.991
H 2.397 -3.731 -0.435
H 1.815 -2.701 -1.745
H 0.796 -4.868 -1.902
H -1.332 -2.963 -0.836
H -0.639 -2.878 -2.458
H -1.570 -4.293 -1.963
H -0.385 -4.496 0.886
H -0.578 -5.885 -0.173
H 1.007 -5.517 0.511
H 2.971 0.986 2.630
H 4.076 -0.377 2.272
H 2.245 1.690 -0.218
H 3.356 3.051 -1.938
H 5.810 3.332 -1.903
H 7.144 2.232 -0.143
H 6.033 0.852 1.566
*
```

Values from the calculation:
**Electronic energy**: -1376.38384 Eh
**SMILES**: CCN(CC)C(=O)c1[nH]cnc1C(=O)N[C@@H](CC(C)C)C(=O)OCc1ccccc1

=====

Entry 4:
# C20H32NO5PPdS2

A molecular structure, C20H32NO5PPdS2 (ωB97M-V/def2-TZVPD, OMol25).

Structure (ORCA input):
```
! wB97M-V def2-TZVPD RIJCOSX def2/J DEFGRID3
* xyz 0 1
Pd -1.404 0.079 -0.349
C 1.431 -2.989 5.096
O 0.046 -2.808 5.342
C -0.664 -2.098 4.440
C -2.037 -1.950 4.750
C -2.821 -1.234 3.904
C -2.329 -0.649 2.706
C -3.201 0.169 1.924
C -4.562 0.554 2.448
O -2.953 0.638 0.788
C -0.948 -0.837 2.378
O -0.364 -0.384 1.325
C -0.135 -1.552 3.299
H 1.810 -3.570 5.932
H 1.950 -2.030 5.050
H 1.595 -3.537 4.165
H -2.423 -2.404 5.651
H -3.868 -1.119 4.148
H -4.531 0.873 3.487
H -5.230 -0.307 2.373
H -4.957 1.350 1.824
H 0.907 -1.656 3.034
C -0.650 -3.862 -1.421
C -1.286 -3.601 -2.774
C -0.368 -3.905 -3.939
O -1.831 -2.258 -2.804
P -1.182 -0.837 -3.065
S -0.465 -0.492 -4.814
S -2.529 0.467 -2.310
O -0.050 -0.770 -1.815
C 1.323 -0.253 -1.999
C 1.886 0.037 -0.628
C 2.179 -1.281 -2.713
H -0.414 -4.923 -1.328
H -1.335 -3.585 -0.618
H 0.269 -3.290 -1.300
H -2.184 -4.213 -2.866
H 0.570 -3.358 -3.866
H -0.839 -3.650 -4.887
H -0.143 -4.973 -3.933
H 1.231 0.658 -2.593
H 1.926 -0.877 -0.034
H 1.299 0.770 -0.084
H 2.902 0.419 -0.750
H 2.228 -2.203 -2.129
H 3.193 -0.885 -2.798
H 1.813 -1.496 -3.711
C 1.178 5.701 -2.062
C 1.687 4.776 -0.950
C 3.073 4.223 -1.305
C 1.734 5.520 0.389
C 0.757 3.639 -0.827
N 0.038 2.747 -0.750
H 1.865 6.542 -2.170
H 0.188 6.089 -1.824
H 1.121 5.173 -3.014
H 3.774 5.053 -1.403
H 3.045 3.679 -2.250
H 3.436 3.551 -0.528
H 2.427 6.358 0.309
H 2.074 4.863 1.190
H 0.750 5.907 0.655
*
```

Values from the calculation:
**Electronic energy**: -2477.95352 Eh

=====

Entry 5:
# C17H21B2Cl4NO4

2 unconnected molecules or ions with the total composition C17H21B2Cl4NO4 at a distorted geometry (ωB97M-V/def2-TZVPD, OMol25).

Structure (ORCA input):
```
! wB97M-V def2-TZVPD RIJCOSX def2/J DEFGRID3
* xyz 0 1
Cl 0.570 1.021 0.624
B 0.238 -0.858 1.005
Cl -0.871 -1.488 -0.434
Cl 1.781 -1.809 0.803
O -0.368 -0.996 2.285
C -1.173 0.043 2.813
C -2.412 0.276 1.921
C -3.103 -0.826 1.427
C -4.095 -0.663 0.457
C -4.407 0.624 -0.006
Cl -5.682 0.838 -1.137
C -3.698 1.733 0.480
C -2.693 1.549 1.440
H -0.589 0.980 2.868
H -2.825 -1.836 1.737
H -4.612 -1.527 0.047
H -3.942 2.723 0.104
H -2.106 2.380 1.819
C -0.449 1.147 7.293
C -0.963 0.203 6.333
C -1.310 -1.137 6.266
C -1.598 -1.428 4.897
C -1.421 -0.251 4.186
B 3.375 -1.317 3.255
O 3.233 -0.117 2.640
C 3.712 0.982 3.512
C 4.417 0.351 4.723
N 4.078 -1.121 4.639
C 3.253 -1.558 5.804
C 5.224 -2.083 4.454
C 4.556 -3.231 3.673
O 3.453 -2.638 2.908
O -1.025 0.725 5.073
H -0.688 0.855 8.320
H 0.640 1.269 7.194
H -0.882 2.140 7.111
H -1.306 -1.888 7.057
H -1.867 -2.381 4.469
H 4.383 1.614 2.915
H 2.815 1.546 3.799
H 5.506 0.481 4.702
H 4.008 0.768 5.647
H 3.920 -1.822 6.635
H 2.588 -0.739 6.109
H 2.650 -2.429 5.527
H 6.004 -1.592 3.859
H 5.649 -2.397 5.407
H 5.228 -3.693 2.929
H 4.129 -3.986 4.350
*
```

Values from the calculation:
**Electronic energy**: -2906.73759 Eh

=====

Entry 6:
# C3H10OS2

2 unconnected molecules or ions with the total composition C3H10OS2 (ωB97M-V/def2-TZVPD, OMol25).

Structure (ORCA input):
```
! wB97M-V def2-TZVPD RIJCOSX def2/J DEFGRID3
* xyz 0 1
C 1.172 -1.684 -0.877
C -0.033 -0.845 -1.249
O -1.087 -1.145 -0.336
H 1.414 -1.513 0.171
H 2.039 -1.420 -1.474
H 0.974 -2.745 -1.008
H 0.263 0.208 -1.185
H -0.364 -1.083 -2.258
H -1.721 -0.421 -0.336
C 0.216 1.110 1.909
S 0.157 2.416 0.678
S -1.836 2.699 0.324
H 0.031 1.477 2.911
H -0.480 0.315 1.672
H 1.231 0.714 1.822
H -1.976 1.916 -0.764
*
```

Values from the calculation:
**Electronic energy**: -991.89622 Eh
**SMILES**: CCO.CSS

=====

Entry 7:
# C56H159N9O19

19 unconnected molecules or ions with the total composition C56H159N9O19 at a distorted geometry (ωB97M-V/def2-TZVPD, OMol25).

Structure (ORCA input):
```
! wB97M-V def2-TZVPD RIJCOSX def2/J DEFGRID3
* xyz 0 1
C -2.617 -2.025 -8.081
C -1.684 -2.881 -9.068
C -0.416 -3.334 -8.400
O 0.395 -2.170 -8.093
C 1.073 -2.199 -6.883
N -2.504 -4.031 -9.518
H -2.015 -1.353 -7.469
H -3.055 -2.675 -7.324
H -3.438 -1.532 -8.602
H -1.503 -2.239 -9.931
H 0.163 -3.983 -9.057
H -0.630 -3.866 -7.474
H 1.701 -3.090 -6.845
H 0.352 -2.239 -6.066
H 1.776 -1.367 -6.934
H -2.161 -4.714 -10.177
H -3.309 -3.625 -9.973
C 1.847 -4.817 8.137
C 2.805 -4.558 6.997
C 2.569 -3.134 6.441
O 1.337 -3.110 5.727
C 0.919 -1.896 5.191
N 4.152 -4.682 7.448
H 0.827 -4.759 7.758
H 2.103 -4.197 8.996
H 2.011 -5.805 8.567
H 2.608 -5.211 6.147
H 3.288 -2.963 5.640
H 2.573 -2.350 7.199
H 1.758 -1.342 4.770
H 0.535 -1.220 5.954
H 0.108 -1.987 4.469
H 4.115 -5.489 8.055
H 4.343 -3.962 8.129
C -2.523 -1.837 2.806
C -3.689 -1.046 2.185
C -4.704 -1.997 1.521
O -4.216 -2.768 0.470
C -5.141 -3.735 -0.116
N -4.184 -0.356 3.419
H -2.772 -2.547 3.595
H -1.797 -1.201 3.311
H -1.926 -2.390 2.080
H -3.353 -0.308 1.456
H -5.512 -1.374 1.137
H -5.142 -2.724 2.205
H -5.746 -4.256 0.627
H -4.533 -4.466 -0.648
H -5.884 -3.344 -0.811
H -4.451 -1.005 4.145
H -5.076 0.075 3.221
C 1.350 -5.221 -0.402
C -0.015 -5.828 -0.140
C -0.659 -5.232 1.127
O 0.167 -5.603 2.249
C 0.150 -4.647 3.250
N -0.826 -5.455 -1.288
H 2.129 -5.453 0.324
H 1.365 -4.137 -0.514
H 1.647 -5.663 -1.353
H 0.091 -6.912 -0.092
H -1.652 -5.659 1.266
H -0.851 -4.169 0.978
H 0.543 -3.724 2.824
H 0.722 -4.887 4.146
H -0.868 -4.400 3.554
H -1.725 -5.906 -1.201
H -0.407 -5.808 -2.137
C -1.604 0.611 6.695
C -3.018 0.764 7.389
C -2.858 1.290 8.788
O -2.256 0.274 9.494
C -2.405 0.297 10.920
N -3.746 1.812 6.653
H -1.144 1.549 6.384
H -1.750 0.072 5.759
H -0.946 0.053 7.362
H -3.649 -0.117 7.270
H -3.830 1.469 9.248
H -2.276 2.212 8.774
H -2.196 -0.714 11.271
H -3.424 0.398 11.294
H -1.827 1.078 11.413
H -3.533 1.597 5.689
H -3.270 2.697 6.754
C -3.162 5.258 -4.713
C -4.000 4.237 -3.970
C -3.053 3.260 -3.198
O -3.842 2.255 -2.498
C -3.014 1.492 -1.621
N -4.847 4.861 -3.039
H -2.467 5.827 -4.096
H -3.763 5.970 -5.278
H -2.490 4.808 -5.445
H -4.672 3.691 -4.631
H -2.500 3.726 -2.383
H -2.403 2.735 -3.898
H -3.671 0.798 -1.098
H -2.556 1.989 -0.766
H -2.264 0.905 -2.151
H -4.307 5.586 -2.588
H -4.903 4.232 -2.251
C 5.454 -0.290 -3.572
C 5.129 -0.184 -2.048
C 5.888 1.019 -1.429
O 5.836 0.724 -0.033
C 6.244 1.834 0.725
N 3.687 0.056 -1.966
H 4.917 -1.152 -3.968
H 6.523 -0.298 -3.784
H 5.012 0.510 -4.166
H 5.412 -1.107 -1.541
H 5.434 1.966 -1.722
H 6.921 1.005 -1.776
H 7.267 2.113 0.475
H 6.165 1.496 1.758
H 5.622 2.713 0.558
H 3.364 -0.228 -1.052
H 3.214 -0.595 -2.575
C 3.260 3.303 -3.882
C 1.999 2.988 -3.094
C 1.052 1.933 -3.709
O 0.439 2.283 -4.956
C -0.110 1.111 -5.576
N 2.415 2.585 -1.790
H 3.900 2.421 -3.837
H 3.783 4.161 -3.460
H 3.098 3.581 -4.923
H 1.454 3.925 -2.985
H 0.265 1.609 -3.028
H 1.757 1.114 -3.852
H -0.684 1.457 -6.435
H -0.700 0.563 -4.842
H 0.652 0.393 -5.879
H 2.941 3.270 -1.266
H 2.989 1.754 -1.772
C -6.074 -0.652 -2.888
C -6.129 0.058 -4.249
C -6.714 1.475 -4.069
O -8.098 1.316 -3.755
C -8.648 2.580 -3.510
N -4.795 0.129 -4.744
H -7.104 -0.819 -2.571
H -5.621 0.003 -2.144
H -5.638 -1.650 -2.899
H -6.804 -0.542 -4.859
H -6.506 2.084 -4.949
H -6.228 2.019 -3.259
H -9.737 2.593 -3.553
H -8.512 3.327 -4.292
H -8.397 3.091 -2.580
H -4.233 0.750 -4.179
H -4.815 0.474 -5.693
C 4.660 -5.521 3.570
C 4.042 -4.411 2.756
O 5.103 -3.693 2.134
H 3.869 -6.038 4.113
H 5.281 -5.072 4.346
H 5.072 -6.335 2.974
H 3.357 -3.798 3.341
H 3.365 -4.816 2.004
H 4.793 -2.973 1.581
C 4.247 -3.771 -2.739
C 3.081 -3.360 -3.626
O 2.344 -2.226 -3.148
H 4.763 -4.658 -3.108
H 4.019 -4.004 -1.699
H 5.040 -3.028 -2.652
H 2.377 -4.151 -3.884
H 3.570 -3.019 -4.539
H 1.468 -2.554 -2.932
C -0.086 2.136 3.028
C -1.560 2.129 2.645
O -2.379 1.766 3.717
H 0.352 1.182 3.322
H 0.051 2.781 3.897
H 0.518 2.532 2.211
H -1.732 1.411 1.843
H -1.843 3.072 2.178
H -2.770 0.917 3.497
C -2.677 -2.597 -2.910
C -1.307 -2.521 -3.511
O -0.390 -2.847 -2.481
H -3.434 -2.475 -3.685
H -2.835 -1.892 -2.094
H -2.981 -3.524 -2.425
H -1.076 -1.557 -3.964
H -1.322 -3.224 -4.344
H -0.654 -3.683 -2.090
C 3.600 -0.082 2.790
C 3.285 -0.954 1.501
O 4.447 -1.426 0.797
H 4.133 0.806 2.450
H 4.217 -0.640 3.495
H 2.741 0.290 3.348
H 2.696 -0.293 0.865
H 2.646 -1.808 1.728
H 5.033 -0.682 0.643
C 2.251 7.128 -2.360
C 1.873 6.746 -3.783
O 0.568 6.250 -3.810
H 3.326 7.305 -2.349
H 2.036 6.200 -1.831
H 1.667 8.006 -2.084
H 2.515 6.053 -4.326
H 1.982 7.627 -4.415
H 0.478 5.732 -4.613
C 3.412 4.105 2.223
C 2.916 4.858 0.970
O 3.744 4.692 -0.131
H 4.442 4.314 2.510
H 3.416 3.023 2.097
H 2.758 4.313 3.070
H 2.779 5.921 1.172
H 1.969 4.373 0.733
H 4.580 5.137 0.027
C -1.190 5.980 0.718
C -0.579 5.910 -0.695
O -0.884 7.043 -1.399
H -2.277 5.955 0.640
H -0.783 6.866 1.204
H -0.891 5.114 1.308
H -0.909 4.982 -1.161
H 0.492 5.744 -0.582
H -0.339 7.005 -2.188
C 2.362 1.779 6.219
C 3.352 2.836 5.651
O 4.391 3.011 6.490
H 2.812 0.830 6.510
H 1.573 1.543 5.505
H 1.855 2.269 7.049
H 2.876 3.801 5.473
H 3.603 2.491 4.649
H 4.059 3.158 7.379
C -0.270 -0.939 0.400
C 0.343 -0.103 -0.707
O 0.340 1.257 -0.244
H -1.346 -0.806 0.512
H 0.212 -0.691 1.345
H -0.149 -2.011 0.245
H -0.186 -0.220 -1.653
H 1.410 -0.305 -0.806
H 0.855 1.870 -0.774
*
```

Values from the calculation:
**Electronic energy**: -4151.03270 Eh